Arrangement one

Density functional theory data (ωB97M-V/def2-TZVPD) for 3 unconnected molecules or ions with the total composition C29H36N2O6.

Values from the calculation:
LUMO level (eV): -0.927
SMILES string: O=NOCc1cc2c(cc1CCCCn1cccc1)C(=O)c1ccccc1C2=O.CC(C)O.CC(C)O
Charge: 0
M (g/mol): 508.62
HOMO-LUMO gap (eV): 6.6
HOMO energy (eV): -7.53

Positions of all 73 atoms, in Å:
O 4.019 -1.931 3.517
N 3.858 -2.777 2.679
O 4.824 -2.611 1.713
C 4.126 -2.461 0.431
C 4.117 -0.913 -0.067
C 4.663 0.164 0.939
C 4.605 1.639 0.467
C 4.059 2.023 -0.965
C 3.530 0.967 -1.963
C 3.545 -0.530 -1.485
C 2.954 -1.625 -2.486
C 1.453 -1.348 -2.989
C 0.505 -0.603 -1.932
C -0.012 -1.522 -0.719
N -0.679 -0.587 0.259
C -1.959 0.087 -0.002
C -2.404 1.012 1.176
C -1.227 0.851 2.212
C -0.239 -0.167 1.570
C 4.023 3.587 -1.380
O 4.327 4.012 -2.525
C 3.542 4.570 -0.188
C 2.581 5.752 -0.459
C 2.140 6.614 0.757
C 2.676 6.244 2.161
C 3.660 5.052 2.446
C 4.102 4.189 1.239
C 5.071 2.900 1.366
O 6.114 2.883 2.073
H 4.559 -3.132 -0.384
H 3.004 -2.733 0.548
H 5.063 -0.109 1.982
H 3.134 1.241 -2.995
H 3.047 -2.678 -2.035
H 3.639 -1.633 -3.420
H 0.976 -2.390 -3.171
H 1.389 -0.814 -4.011
H -0.440 -0.276 -2.518
H 0.935 0.352 -1.478
H 0.829 -2.133 -0.250
H -0.873 -2.172 -1.137
H -2.562 -0.079 -0.971
H -3.330 1.662 1.282
H -1.174 1.370 3.229
H 0.720 -0.525 2.080
H 2.231 5.901 -1.542
H 1.415 7.481 0.545
H 2.314 6.869 3.044
H 4.040 4.825 3.509
C -7.365 2.191 3.960
C -6.570 1.484 2.874
C -6.616 -0.026 3.048
O -5.215 1.925 2.915
H -6.953 1.971 4.951
H -7.314 3.275 3.830
H -8.415 1.886 3.944
H -6.970 1.753 1.892
H -6.179 -0.322 4.006
H -6.032 -0.520 2.267
H -7.644 -0.398 3.004
H -4.851 1.691 3.780
C -2.802 -5.782 -2.410
C -2.211 -4.600 -3.162
C -2.233 -4.831 -4.664
O -0.865 -4.391 -2.734
H -2.226 -6.693 -2.601
H -2.769 -5.606 -1.332
H -3.840 -5.957 -2.705
H -2.773 -3.693 -2.921
H -1.637 -5.710 -4.933
H -1.794 -3.979 -5.191
H -3.254 -4.978 -5.026
H -0.359 -5.188 -2.942

---

Arrangement two

Density functional theory data (ωB97M-V/def2-TZVPD) for C29H36N2O6 in the gas phase.

Values from the calculation:
LUMO level (eV): 0.697
SMILES string: CCO[C@H]1OC(C(=O)N2CCN(Cc3ccc4c(c3)OCO4)CC2)=C[C@@H](c2ccccc2)[C@@H]1CCCO
Charge: 0
M (g/mol): 508.61
HOMO-LUMO gap (eV): 8.5
HOMO energy (eV): -7.81

Positions of all 73 atoms, in Å:
C -0.345 -4.644 0.546
C 0.106 -3.195 0.615
O -0.943 -2.377 0.122
C -0.805 -1.025 0.376
O 0.280 -0.540 -0.411
C 0.389 0.822 -0.468
C 1.693 1.411 -0.915
O 1.995 2.530 -0.523
N 2.496 0.731 -1.756
C 2.268 -0.539 -2.394
C 3.253 -1.584 -1.834
N 4.543 -1.015 -1.484
C 4.899 -0.993 -0.075
C 4.175 -0.001 0.809
C 4.744 1.235 1.082
C 4.106 2.194 1.863
C 2.866 1.872 2.354
C 2.289 0.629 2.097
C 2.924 -0.325 1.345
O 1.064 0.562 2.717
C 0.862 1.836 3.292
O 2.028 2.608 3.146
C 4.833 0.176 -2.244
C 3.790 1.303 -2.080
C -0.578 1.653 -0.075
C -1.929 1.192 0.380
C -3.017 2.015 -0.266
C -4.061 2.539 0.484
C -5.071 3.264 -0.124
C -5.047 3.476 -1.492
C -4.005 2.963 -2.247
C -2.999 2.237 -1.638
C -2.113 -0.299 0.039
C -3.305 -0.893 0.793
C -3.942 -2.082 0.078
C -5.169 -2.590 0.836
O -6.178 -1.615 0.968
H -1.228 -4.789 1.163
H -0.592 -4.905 -0.479
H 0.449 -5.296 0.900
H 1.007 -3.049 0.004
H 0.336 -2.907 1.652
H -0.545 -0.849 1.439
H 2.437 -0.406 -3.470
H 1.244 -0.870 -2.242
H 2.819 -2.058 -0.955
H 3.411 -2.362 -2.595
H 4.738 -2.006 0.306
H 5.973 -0.788 -0.033
H 5.719 1.464 0.677
H 4.554 3.152 2.064
H 2.465 -1.284 1.174
H 0.626 1.721 4.361
H 0.022 2.338 2.782
H 5.818 0.546 -1.956
H 4.884 -0.126 -3.296
H 3.718 1.885 -3.007
H 4.052 1.985 -1.269
H -0.391 2.713 -0.119
H -2.001 1.309 1.469
H -4.084 2.384 1.554
H -5.878 3.664 0.472
H -5.834 4.042 -1.967
H -3.977 3.131 -3.314
H -2.183 1.843 -2.227
H -2.271 -0.402 -1.039
H -4.067 -0.120 0.911
H -2.984 -1.200 1.790
H -4.247 -1.775 -0.927
H -3.217 -2.888 -0.020
H -5.568 -3.484 0.334
H -4.897 -2.862 1.859
H -6.401 -1.286 0.090

---

So which one wins? Going from most stable to least: arrangement two, arrangement one.

---

Arrangement one

Density functional theory data (ωB97M-V/def2-TZVPD) for C7H15NO2S in the gas phase.

Values from the calculation:
LUMO level (eV): -0.582
Charge: 0
M (g/mol): 177.27
HOMO-LUMO gap (eV): 7.2
HOMO energy (eV): -7.74

Positions of all 26 atoms, in Å:
C 0.869 0.928 0.017
C 1.512 2.131 -0.566
C -0.917 -0.671 -0.257
C -1.126 -2.421 1.437
C 0.484 -2.706 -0.442
C -1.153 1.580 -1.108
C -0.138 -1.724 0.496
N -0.404 0.522 -0.469
O -0.287 3.991 0.133
O 1.160 2.790 1.822
S 1.126 3.622 0.537
H 1.649 -0.034 -0.072
H 0.811 1.363 1.185
H 2.557 1.974 -0.597
H 1.185 2.108 -1.649
H -1.939 -0.833 -0.531
H -1.923 -2.919 0.761
H -1.613 -1.723 1.990
H -0.611 -3.023 2.139
H 1.324 -2.444 -1.005
H -0.313 -3.056 -1.148
H 0.987 -3.503 0.106
H -1.055 2.545 -0.630
H -0.633 1.609 -2.109
H -2.217 1.073 -1.262
H 0.667 -1.178 1.222

---

Arrangement two

Density functional theory data (ωB97M-V/def2-TZVPD) for C7H15NO2S in the gas phase.

Values from the calculation:
LUMO level (eV): 0.758
Charge: 0
M (g/mol): 177.27
HOMO-LUMO gap (eV): 10.2
HOMO energy (eV): -9.47

Positions of all 26 atoms, in Å:
C 0.906 -0.147 -0.871
C -0.465 -0.363 -0.195
C -1.242 0.934 -0.023
C -0.216 -1.020 1.171
C -1.269 -1.320 -1.086
C -0.803 2.128 -0.392
C -2.612 0.813 0.585
N 1.880 0.436 0.019
O 4.207 1.037 0.558
O 3.611 -1.392 0.292
S 3.515 0.149 -0.347
H 1.310 -1.125 -1.148
H 0.771 0.431 -1.796
H 0.481 -1.846 1.053
H -1.136 -1.410 1.596
H 0.216 -0.302 1.862
H -1.466 -0.861 -2.053
H -2.219 -1.578 -0.625
H -0.712 -2.240 -1.246
H -1.409 3.006 -0.242
H 0.147 2.306 -0.863
H 3.715 -1.376 1.247
H -2.987 1.794 0.866
H -2.605 0.180 1.468
H -3.308 0.384 -0.135
H 1.689 1.384 0.307

---

So which one wins? Going from most stable to least: arrangement two, arrangement one.

---

Arrangement one

Density functional theory data (ωB97M-V/def2-TZVPD) for 2 unconnected molecules or ions with the total composition C2H4NO3.

Values from the calculation:
LUMO level (eV): 4.198
Charge: -1
M (g/mol): 90.06
HOMO-LUMO gap (eV): 9.0
HOMO energy (eV): -4.82

Positions of all 10 atoms, in Å:
C 0.221 -0.637 -1.895
N 0.148 -0.828 -0.570
O 0.416 -1.468 -2.774
H -0.025 0.412 -2.153
H -0.263 -0.077 0.027
H 0.651 -1.616 -0.193
O -0.379 1.529 0.721
C -0.289 1.064 1.888
O -0.844 0.038 2.320
H 0.365 1.583 2.628

---

Arrangement two

Density functional theory data (ωB97M-V/def2-TZVPD) for 2 unconnected molecules or ions with the total composition C2H4NO3.

Values from the calculation:
LUMO level (eV): 4.304
Charge: -1
M (g/mol): 90.06
HOMO-LUMO gap (eV): 7.3
HOMO energy (eV): -3.03

Positions of all 10 atoms, in Å:
C 1.506 0.370 0.241
C -1.121 0.522 -0.172
N -0.425 -0.327 0.759
O 1.925 -0.340 -0.632
O 1.765 1.292 0.954
O -0.435 -1.714 0.141
H -2.050 0.138 -0.339
H -1.066 1.365 0.442
H -0.542 0.533 -1.175
H 0.444 -1.838 -0.219

---

So which one wins? Going from most stable to least: arrangement one, arrangement two.

---

Arrangement one

Density functional theory data (ωB97M-V/def2-TZVPD) for a molecular structure, CHCl3O2P.

Values from the calculation:
LUMO level (eV): 3.365
Charge: -1
M (g/mol): 182.35
HOMO-LUMO gap (eV): 7.2
HOMO energy (eV): -3.79

Positions of all 8 atoms, in Å:
C -0.882 -0.181 0.086
O 0.965 1.800 0.265
O 1.684 -0.453 -0.725
P 0.523 0.809 -0.777
Cl -1.560 -1.625 -0.764
Cl -2.098 1.047 0.036
Cl -0.610 -0.716 1.759
H 1.979 -0.680 0.121

---

Arrangement two

Density functional theory data (ωB97M-V/def2-TZVPD) for 2 unconnected molecules or ions with the total composition CHCl3O2P.

Values from the calculation:
LUMO level (spin up / spin down) (eV): 1.827 / 1.829
Charge: -1
M (g/mol): 182.35
HOMO-LUMO gap (spin up / spin down) (eV): 4.3 / 4.3
HOMO energy (spin up / spin down) (eV): -2.44 / -2.45

Positions of all 8 atoms, in Å:
C 0.999 -1.146 0.062
O -3.495 1.610 -0.035
O 1.170 1.693 -0.270
P 0.197 0.595 -0.284
Cl 2.582 -1.242 -0.589
Cl 0.077 -2.612 -0.370
Cl 1.180 -1.016 1.870
H -2.710 2.117 -0.385

---

So which one wins? Going from most stable to least: arrangement one, arrangement two.

---

Arrangement one

Density functional theory data (ωB97M-V/def2-TZVPD) for a molecular structure, C2H3NOS2.

Values from the calculation:
LUMO level (spin up / spin down) (eV): -0.003 / -2.495
Charge: 0
M (g/mol): 121.19
Multiplicity: 3
HOMO-LUMO gap (spin up / spin down) (eV): 6.3 / 6.0
HOMO energy (spin up / spin down) (eV): -6.33 / -8.53
⟨S²⟩: 2.02

Positions of all 9 atoms, in Å:
C 0.217 0.738 0.105
C 1.008 -0.553 -0.021
N -1.039 0.552 0.053
O 0.240 -1.657 0.068
S -2.619 1.158 -0.036
S -1.783 -0.938 -0.069
H 0.679 1.709 0.155
H 1.508 -0.461 -1.013
H 1.790 -0.549 0.758

---

Arrangement two

Density functional theory data (ωB97M-V/def2-TZVPD) for a molecular structure, C2H3NOS2.

Values from the calculation:
LUMO level (spin up / spin down) (eV): 0.567 / -2.274
Charge: 0
M (g/mol): 121.19
Multiplicity: 3
HOMO-LUMO gap (spin up / spin down) (eV): 5.4 / 7.8
HOMO energy (spin up / spin down) (eV): -4.79 / -10.05
⟨S²⟩: 2.01

Positions of all 9 atoms, in Å:
C -0.260 0.646 -1.387
C -0.296 0.208 0.896
N 0.656 1.464 -1.098
O -0.931 -0.033 -0.449
S 0.906 1.571 0.547
S 0.479 -1.308 1.520
H -0.553 0.465 -2.408
H -1.079 0.494 1.595
H 1.646 -1.142 0.896

---

So which one wins? Going from most stable to least: arrangement two, arrangement one.

---

Arrangement one

Density functional theory data (ωB97M-V/def2-TZVPD) for 2 unconnected molecules or ions with the total composition C4H12N2.

Values from the calculation:
LUMO level (eV): -10.650
Charge: +2
M (g/mol): 88.15
HOMO-LUMO gap (eV): 6.8
HOMO energy (eV): -17.45

Positions of all 18 atoms, in Å:
C -0.656 -1.376 -0.460
C -1.265 -1.516 0.875
C -0.249 -0.549 1.478
C 0.063 0.452 0.642
N 0.941 1.589 1.105
N 0.703 0.630 -2.798
H -1.110 -1.097 -1.405
H 0.255 -1.952 -0.521
H -2.243 -1.045 0.959
H -1.169 -2.510 1.300
H 0.190 -0.890 2.415
H -0.836 0.847 0.157
H 1.925 1.333 0.987
H 0.760 2.421 0.528
H 0.682 1.832 2.064
H 1.406 1.284 -3.117
H 0.260 0.191 -3.613
H -0.107 1.149 -2.471

---

Arrangement two

Density functional theory data (ωB97M-V/def2-TZVPD) for a gas-phase ion, C4H12N2 (charge +2).

Values from the calculation:
LUMO level (eV): -7.818
SMILES string: [NH3+]/C=C/CC[NH3+]
Charge: +2
M (g/mol): 88.15
HOMO-LUMO gap (eV): 10.5
HOMO energy (eV): -18.31

Positions of all 18 atoms, in Å:
N 0.928 2.896 -0.552
C 0.713 1.479 -1.040
C 0.013 0.617 -0.302
C 0.281 -0.856 -0.458
C -0.812 -1.787 0.017
N -0.882 -1.855 1.554
H 1.021 2.841 0.462
H 0.289 3.616 -0.904
H 1.872 3.144 -0.870
H 0.922 1.372 -2.104
H -0.892 0.918 0.224
H 0.558 -1.090 -1.486
H 1.165 -1.128 0.126
H -0.649 -2.816 -0.277
H -1.859 -1.640 -0.273
H -1.384 -1.118 2.053
H 0.069 -1.893 1.930
H -1.353 -2.699 1.898

---

So which one wins? Going from most stable to least: arrangement two, arrangement one.